The following is a DFT calculation (ωB97M-V/def2-TZVPD) of a molecular structure, C31H50BrN3OP2Pb at a distorted geometry.

## Properties
F_max = 4.258 eV Å⁻¹
DFT total energy = -133324.2690 eV
Gap between HOMO and LUMO (spin up / spin down) = 4.89 / 6.20 eV
Total charge = +2
HOMO level (spin up / spin down) = -12.41 / -12.42 eV

Geometry (Å):
C (2.774, -1.775, -1.081)
C (-1.896, 1.723, 4.941)
C (0.373, 1.482, 0.704)
H (3.014, 0.903, 4.627)
H (-4.412, -0.846, -1.669)
P (2.948, -1.636, 0.717)
N (1.360, 0.394, 5.838)
C (0.286, 0.093, 0.585)
H (-1.920, 3.700, -6.167)
C (-0.128, -0.503, -0.609)
C (-4.022, -1.874, -1.627)
H (3.414, 0.696, 0.571)
C (-3.706, -1.610, -5.940)
C (0.374, 1.017, 5.099)
H (-1.403, -2.549, -1.936)
O (0.544, 1.367, 3.923)
H (-1.008, -2.292, -3.654)
H (1.998, 0.190, -1.664)
H (-0.751, -0.184, -2.640)
H (-2.873, -2.204, -6.323)
H (-4.609, -2.227, -5.962)
C (-1.653, 4.593, -5.598)
H (5.600, -0.450, -0.082)
C (-1.514, 4.551, -4.199)
H (-1.505, 5.808, -7.381)
H (-2.793, 1.801, 5.556)
C (4.275, -4.144, 0.636)
H (-4.270, -0.406, -4.258)
H (-6.020, -2.747, -1.825)
H (-1.879, -4.970, -2.352)
Pb (-3.006, 1.522, -2.982)
C (5.343, -0.243, 0.963)
N (-1.103, 6.935, -5.695)
H (0.725, 1.899, 1.642)
C (-1.153, 2.473, -2.586)
C (3.835, -0.127, 1.170)
H (-1.658, 2.702, 4.509)
H (-1.717, -4.732, -4.109)
C (1.413, 0.452, 7.279)
H (4.218, -2.801, 2.347)
H (5.808, 0.711, 1.234)
H (1.815, -2.286, -1.271)
H (-4.788, -3.911, -1.310)
C (-1.003, 6.936, -4.364)
H (-0.656, 2.391, 7.488)
H (2.020, -0.390, 7.624)
H (5.782, -1.019, 1.599)
C (-0.009, 2.285, -0.369)
C (2.551, 0.028, 5.115)
C (0.021, 0.382, 7.857)
H (-0.301, -4.552, -3.048)
Br (0.776, -1.110, 1.987)
H (-2.097, 1.036, 4.113)
C (-1.644, -2.864, -2.960)
N (-0.826, 1.212, 5.749)
C (-0.500, 1.709, -1.559)
H (-5.408, -2.717, -0.165)
H (1.907, 1.381, 7.612)
H (-3.191, -1.883, -0.905)
H (4.673, -4.953, 1.261)
C (-5.122, -2.870, -1.209)
H (3.589, -4.599, -0.089)
C (-0.457, 0.295, -1.694)
H (-1.086, 5.879, -2.497)
C (3.557, -3.122, 1.527)
H (-0.155, -1.580, -0.690)
C (-1.381, -4.372, -3.128)
H (2.676, -3.597, 1.990)
C (2.845, -0.468, -1.885)
H (0.023, 3.374, -0.292)
C (-0.913, 1.359, 7.179)
H (2.787, -0.712, -2.953)
H (2.311, -0.712, 4.332)
H (-3.861, -0.775, -6.630)
C (-1.425, 5.790, -6.295)
H (-0.740, 7.894, -3.908)
C (-1.205, 5.787, -3.578)
H (3.256, -0.419, 5.827)
H (3.777, 0.084, -1.711)
H (5.117, -3.702, 0.089)
P (-3.384, -2.371, -3.268)
H (-1.953, 1.164, 7.464)
H (-0.370, -0.636, 7.751)
H (-2.452, -0.525, -4.524)
H (0.065, 0.606, 8.925)
H (3.585, 0.108, 2.218)
H (3.568, -2.467, -1.410)
C (-1.656, 3.281, -3.464)
C (-3.421, -1.067, -4.531)

Mulliken atomic charge list, values in e, 4 entries: number 1, C, carries -0.427; number 2, C, carries -0.893; number 3, C, carries -0.274; number 4, H, carries 0.291

---

The following is a DFT calculation (ωB97M-V/def2-TZVPD) of 10 unconnected molecules or ions with the total composition C31H50N4O12S3 at a distorted geometry.

## Properties
F_max = 3.330 eV Å⁻¹
DFT total energy = -95989.4216 eV
Gap between HOMO and LUMO = 8.26 eV
Total charge = 0
HOMO level = -8.09 eV

Geometry (Å):
C (1.123, 2.849, 3.526)
O (3.469, 1.649, 1.695)
O (-3.943, -2.304, -3.476)
H (-3.393, 0.033, 3.555)
N (-1.219, -6.010, -2.393)
N (-3.126, -0.813, 1.575)
H (-2.419, 5.112, -5.335)
H (3.534, -4.175, -2.288)
C (-0.924, -6.637, -1.221)
H (-1.771, 4.715, 2.177)
C (0.537, -3.497, 4.797)
H (1.884, -1.414, -0.115)
H (-0.076, -0.728, 2.198)
H (5.576, 2.728, 0.148)
C (-0.873, 5.261, 0.401)
C (-1.226, 7.447, 0.586)
H (-0.634, 4.195, 0.223)
H (-2.950, -2.542, 4.376)
O (-1.914, -1.565, -4.266)
O (-0.316, 1.434, -1.365)
C (-3.229, -0.821, 2.948)
H (5.220, 1.047, -0.482)
H (1.694, 3.572, 4.058)
S (3.227, 2.040, 0.282)
O (-3.455, -0.187, -3.442)
O (0.095, 0.855, 0.752)
H (2.076, -4.745, -1.476)
C (2.671, -3.859, -1.730)
S (1.612, -2.756, -2.739)
C (-0.707, -5.617, -0.299)
C (0.101, 3.039, -4.835)
S (-0.481, 2.355, 4.264)
C (-0.533, 6.435, -0.148)
H (1.562, 0.009, 1.992)
O (2.546, -1.584, -3.012)
H (-0.821, 3.460, -6.824)
H (-0.546, -0.461, -3.239)
C (0.670, -0.373, 1.453)
C (2.153, -3.305, 3.356)
H (-3.250, -0.039, 0.953)
C (-0.054, 0.606, -0.553)
H (1.878, 2.019, 3.411)
C (-2.707, -2.879, 2.292)
H (-2.107, 1.377, -2.982)
H (-0.502, -0.186, -4.858)
H (-1.055, 8.528, 0.528)
H (-1.612, -6.562, -3.124)
H (-2.996, -2.350, 0.106)
C (-1.822, 6.780, 1.598)
C (0.909, -1.315, 0.291)
C (-1.643, 4.407, -5.048)
H (4.806, 2.491, -1.534)
H (-0.590, 1.681, 6.598)
H (3.023, 4.006, 1.575)
C (2.816, 3.801, 0.535)
H (0.881, 2.307, -4.975)
H (0.979, -5.645, 4.465)
C (-0.751, 3.603, -5.775)
H (-2.588, 1.334, -4.583)
H (-0.002, 3.127, -2.711)
O (0.141, -0.701, -0.786)
C (-2.312, 0.692, -3.779)
O (-1.296, 3.549, 4.347)
H (0.973, 3.148, 2.494)
H (0.826, -3.267, -4.939)
H (-1.742, 4.850, -2.838)
H (-0.404, -5.826, 0.719)
H (1.707, 3.919, 0.278)
H (2.503, -3.537, -4.674)
H (0.424, -2.308, 0.429)
C (-1.129, -4.427, -0.859)
C (0.171, 2.032, 5.872)
N (-1.600, 5.471, 1.536)
H (0.541, 3.004, 6.194)
H (1.776, -4.863, 5.980)
H (0.947, 1.303, 5.803)
C (-3.164, -1.418, -3.748)
C (-1.192, -0.352, -4.040)
H (-1.928, -4.102, -2.961)
H (-1.277, -3.481, -0.362)
H (3.292, 4.441, -0.164)
O (2.458, -4.386, 4.079)
C (-1.390, -4.640, -2.173)
H (1.303, -4.746, -3.984)
O (2.927, -2.732, 2.622)
N (-0.308, 3.504, -3.585)
C (-2.853, -2.110, 1.163)
H (-0.811, -7.741, -1.151)
H (-2.342, 7.204, 2.407)
C (-1.395, 4.276, -3.697)
O (0.916, -2.913, 3.564)
C (1.375, -4.753, 4.938)
C (-2.979, -2.065, 3.408)
C (1.554, -3.726, -4.234)
H (0.077, 6.542, -1.062)
H (0.651, -2.864, 5.642)
H (-0.533, -3.758, 4.730)
H (2.958, -3.314, -0.847)
C (4.893, 2.123, -0.487)
H (-2.562, -3.961, 2.277)

Mulliken atomic charge list, values in e, 4 entries: number 1, C, carries -0.664; number 2, O, carries -0.748; number 3, O, carries -0.593; number 4, H, carries 0.482

---

The following is a DFT calculation (ωB97M-V/def2-TZVPD) of a molecular structure, C31H51AsAuN2SbSi3 at a distorted geometry.

## Properties
F_max = 1.468 eV Å⁻¹
DFT total energy = -130658.4174 eV
Gap between HOMO and LUMO = 7.45 eV
Total charge = 0
HOMO level = -6.86 eV

Geometry (Å):
C (-3.855, -2.368, -0.025)
H (0.325, 0.291, -5.092)
C (-0.631, 1.027, 4.069)
C (1.920, -1.044, 0.085)
C (-2.687, -0.439, 0.668)
H (1.905, -1.026, -4.125)
C (2.930, -1.289, 2.932)
C (-1.027, -1.500, -2.369)
C (-2.881, -2.993, -4.527)
N (-1.815, -0.541, -0.323)
Sb (1.163, -2.064, -1.682)
H (0.114, 0.244, 4.200)
H (1.937, 0.256, -2.898)
H (2.150, -0.602, 3.249)
C (-1.923, -1.543, -1.216)
C (-1.515, 4.172, 3.763)
H (-3.004, 3.002, 4.771)
C (-1.283, 5.541, 6.188)
H (-3.426, 1.474, -3.678)
H (-0.561, 2.636, -2.746)
C (-0.742, 0.405, -4.947)
H (1.110, -3.256, -4.506)
H (0.832, -3.959, 2.582)
H (-3.053, -3.301, -1.753)
C (3.675, -3.660, 1.130)
C (2.176, -0.779, -3.106)
H (-2.877, -2.263, -5.329)
H (3.244, -0.929, -2.973)
H (-3.673, -0.254, -3.744)
H (1.276, 3.358, 3.680)
H (-0.031, 5.540, 3.050)
H (-2.522, 0.405, 1.341)
Si (-1.212, -2.981, -3.582)
C (0.710, -3.210, 1.808)
C (4.295, -0.267, -0.243)
H (-3.612, 0.561, -2.199)
H (-0.049, -2.509, 2.142)
H (0.201, 6.721, 5.193)
H (0.446, 1.555, -1.793)
Si (-1.284, 0.259, -3.117)
H (-1.171, 1.929, -1.254)
H (-4.434, -1.164, 1.679)
H (-2.623, 3.022, 2.342)
C (-3.736, -1.306, 0.869)
H (1.692, 3.363, 1.951)
C (-2.298, 3.817, 4.861)
H (-1.616, 0.565, 4.122)
H (-0.525, 1.751, 4.882)
H (-1.192, 6.071, 7.124)
C (1.351, 2.745, 2.779)
H (2.789, 3.068, -1.218)
H (6.224, 0.632, -0.462)
H (3.207, -1.903, 3.784)
C (-1.620, 3.440, 2.480)
C (-0.625, 5.236, 3.902)
H (-1.417, -4.693, -1.694)
H (-4.663, -3.078, 0.080)
H (3.604, -4.430, 1.892)
H (0.054, -4.922, -2.605)
H (-3.726, -2.770, -3.886)
H (-1.249, -0.328, -5.564)
C (4.637, 2.022, -0.847)
H (-3.052, -3.969, -4.974)
H (5.278, 2.866, -1.051)
C (-0.567, 1.735, -2.137)
C (0.132, -3.062, -4.938)
H (3.561, -4.139, 0.162)
H (-1.474, -5.467, -3.263)
C (-0.501, 5.906, 5.105)
H (0.323, -3.706, 0.922)
Au (0.324, 0.206, 0.723)
C (-2.945, -2.495, -1.050)
H (4.679, -3.252, 1.189)
H (-2.808, 4.217, 6.894)
H (2.091, 1.961, 2.942)
H (-0.091, -3.875, -5.623)
N (2.432, 1.156, -0.634)
H (0.189, -2.153, -5.522)
As (-0.338, 1.894, 2.348)
C (5.154, 0.776, -0.509)
H (-1.394, 4.088, 1.626)
H (3.797, -0.698, 2.654)
C (-2.185, 4.498, 6.059)
H (-1.013, 1.385, -5.329)
H (4.663, -1.255, -0.018)
C (-0.999, -4.674, -2.694)
C (2.911, -0.047, -0.274)
Si (2.343, -2.301, 1.418)
C (-3.178, 0.536, -3.192)
C (3.262, 2.136, -0.926)

Mulliken atomic charge list, values in e, 4 entries: number 1, C, carries -1.038; number 2, H, carries 0.365; number 3, C, carries -1.171; number 4, C, carries -0.304